C35H37CrN5P | the ωB97M-V functional and the def2-TZVPD basis

## Properties
Frontier orbital gap (spin up / spin down) = 7.95 / 8.03 eV
Multiplicity = 5
⟨S²⟩ = 6.052
Highest occupied orbital energy (spin up / spin down) = -10.15 / -10.34 eV
Net charge = +1

Element x y z (Å)
Cr  -1.07  -0.01  -0.24
C  2.30  -3.66  0.08
C  0.96  -3.00  -0.09
C  0.38  -2.91  -1.36
C  1.23  -3.11  -2.59
C  -1.00  -2.72  -1.49
C  -1.62  -3.12  -2.81
C  -1.76  -2.33  -0.37
C  -3.28  -2.35  -0.39
C  -1.12  -2.21  0.89
C  -1.99  -1.96  2.12
C  0.22  -2.62  1.04
C  0.85  -2.74  2.40
H  3.10  -2.95  0.29
H  2.58  -4.22  -0.81
H  2.26  -4.37  0.90
H  1.29  -4.16  -2.88
H  2.23  -2.73  -2.43
H  0.81  -2.56  -3.43
H  -1.45  -2.37  -3.59
H  -2.68  -3.30  -2.73
H  -1.15  -4.04  -3.16
H  -3.62  -3.30  0.02
H  -3.67  -2.24  -1.39
H  -3.69  -1.54  0.21
H  -2.33  -0.92  2.19
H  -1.48  -2.20  3.04
H  -2.88  -2.60  2.08
H  0.64  -3.73  2.81
H  0.48  -1.99  3.09
H  1.93  -2.63  2.34
C  3.18  0.61  4.95
C  1.81  0.43  4.99
C  1.06  0.53  3.83
C  1.68  0.81  2.62
C  3.06  1.03  2.59
C  3.80  0.92  3.75
P  0.64  0.93  1.12
C  1.87  0.94  -0.23
C  1.87  1.91  -1.23
C  2.82  1.86  -2.25
C  3.75  0.84  -2.28
C  3.74  -0.14  -1.31
C  2.80  -0.10  -0.29
C  0.16  2.68  1.14
C  0.90  3.69  1.71
C  0.46  5.02  1.62
C  -0.72  5.31  0.99
C  -1.53  4.30  0.43
C  -2.79  4.55  -0.14
C  -3.56  3.52  -0.59
C  -3.06  2.20  -0.56
C  -1.82  1.88  -0.06
C  -1.07  2.95  0.49
H  3.77  0.52  5.86
H  1.32  0.21  5.93
H  -0.01  0.39  3.87
H  3.55  1.28  1.66
H  4.86  1.09  3.72
H  1.14  2.71  -1.20
H  2.84  2.63  -3.01
H  4.50  0.81  -3.07
H  4.46  -0.94  -1.33
H  2.81  -0.83  0.50
H  1.81  3.47  2.24
H  1.05  5.81  2.06
H  -1.07  6.33  0.94
H  -3.14  5.57  -0.19
H  -4.54  3.70  -0.99
H  -3.71  1.42  -0.97
N  -4.35  -0.15  -3.95
N  -3.15  0.23  -3.48
N  -2.48  1.27  -3.91
C  -1.43  1.30  -3.10
N  -1.48  0.30  -2.21
N  -2.58  -0.37  -2.46
H  -4.57  0.29  -4.83
H  -4.46  -1.16  -3.95
H  -0.66  2.04  -3.15

***

C21H17N3O2S | the ωB97M-V functional and the def2-TZVPD basis

## Properties
Frontier orbital gap = 6.47 eV
Multiplicity = 1
Highest occupied orbital energy = -7.23 eV
SMILES string = COCc1c(N=C=S)[nH]cc2nc3ccc(OCc4ccccc4)cc3c1-2
Net charge = 0

Element x y z (Å)
C  0.58  2.46  -1.90
O  0.11  2.79  -0.54
C  -1.04  2.12  0.02
C  -2.12  1.55  -0.94
C  -3.33  2.20  -1.28
N  -3.57  3.53  -1.10
C  -3.04  4.58  -0.83
S  -2.03  5.78  -0.48
N  -4.27  1.62  -2.23
C  -4.16  0.36  -2.74
C  -3.00  -0.34  -2.45
N  -2.54  -1.57  -2.85
C  -1.38  -1.81  -2.30
C  -0.68  -3.00  -2.26
C  0.58  -3.10  -1.56
C  1.05  -1.94  -0.87
O  2.08  -2.09  0.05
C  1.60  -2.38  1.38
C  2.41  -1.75  2.50
C  1.77  -1.42  3.68
C  2.48  -0.66  4.68
C  3.81  -0.27  4.46
C  4.35  -0.50  3.23
C  3.69  -1.29  2.30
C  0.24  -0.80  -0.83
C  -0.94  -0.73  -1.55
C  -1.92  0.24  -1.62
H  -0.21  2.09  -2.52
H  1.41  1.77  -1.97
H  0.80  3.38  -2.40
H  -1.63  2.84  0.64
H  -0.75  1.38  0.78
H  -5.06  2.20  -2.59
H  -4.94  -0.26  -3.33
H  -1.01  -3.87  -2.87
H  1.11  -4.10  -1.47
H  0.63  -1.93  1.48
H  1.57  -3.51  1.46
H  0.79  -1.87  4.06
H  2.06  -0.47  5.67
H  4.47  0.37  5.04
H  5.35  -0.15  3.01
H  4.17  -1.49  1.32
H  0.50  0.04  -0.26

***

C4H11NOS | the ωB97M-V functional and the def2-TZVPD basis

## Properties
Frontier orbital gap (spin up / spin down) = 9.76 / 4.87 eV
Multiplicity = 2
⟨S²⟩ = 0.754
Highest occupied orbital energy (spin up / spin down) = -13.74 / -13.71 eV
Net charge = +1

Element x y z (Å)
C  1.58  0.40  0.95
O  1.58  1.75  1.63
C  0.33  0.32  0.06
C  -0.06  -1.19  -0.33
C  -1.53  -0.99  -0.91
S  -2.68  -0.31  0.25
N  0.21  1.14  -1.26
H  1.59  -0.38  1.74
H  2.56  0.33  0.36
H  0.73  2.19  1.78
H  -0.34  0.76  0.80
H  0.10  -2.02  0.49
H  0.63  -1.52  -1.07
H  -1.73  -0.41  -1.86
H  -1.81  -2.06  -1.18
H  -2.39  -0.94  1.49
H  0.28  2.12  -0.99
H  0.94  0.81  -1.94

***

Electronic energy across the listed records, respectively: -82049.4945, -41449.1747, -18688.4850 eV.
Energy relative to the best compared isomer or geometry (same formula, charge and spin) across the listed records, respectively: 114.26, 533.83, 250.53 kJ/mol.